Version P
Density functional theory data (wB97M-V/def2-TZVPD) for 2 unconnected molecules or ions with the total composition C3H10NS.

Structure (XYZ):
```
15
Properties=species:S:1:pos:R:3:lowdin_charge:R:1
C -3.1422 -0.6944 -1.1499 0.1515
N -2.1904 -0.4493 -0.3369 0.1308
H -4.1086 -0.9078 -0.7024 0.1254
H -2.8678 -0.7822 -2.1955 0.1264
H -1.1707 -0.2954 -0.6970 -0.0389
H -2.3131 -0.7151 0.6371 0.1516
C 2.4593 0.3885 1.1308 -0.1393
C 1.1910 0.8681 0.4308 -0.5505
S 0.6956 -0.0707 -1.0746 0.7611
H 2.3404 0.7787 2.1430 0.0819
H 3.3877 0.7589 0.7045 0.0848
H 2.4401 -0.6990 1.1973 0.0717
H 0.2638 0.8086 1.0081 0.0502
H 1.2752 1.9262 0.1658 0.0752
H 1.7397 -0.9151 -1.2612 -0.0822
```

Summary:
* 2S+1: 1
* HOMO: -0.492 Ha
* charge: +1
* orbital gap: 8.2 eV

Version Q
Density functional theory data (wB97M-V/def2-TZVPD) for a gas-phase ion, C3H10NS (charge +1).

Structure (XYZ):
```
15
Properties=species:S:1:pos:R:3:lowdin_charge:R:1
N -0.3247 -1.5826 0.3921 0.1212
C -0.1421 -0.3362 1.2705 -0.1227
C 0.7131 0.7298 0.4228 -0.2449
C 0.0318 1.2687 -0.8181 -0.4901
S -0.8163 0.2595 -2.2178 0.7277
H -1.2391 -1.9960 0.7338 0.1883
H -0.5372 -1.2088 -0.5992 0.0370
H 0.4483 -2.1704 0.0461 0.1751
H 0.5147 -0.4386 2.1495 0.1249
H -1.2417 -0.0072 1.4977 0.1671
H 1.7351 0.3967 0.3704 0.1026
H 0.9170 1.5807 1.1779 0.1511
H 0.6202 1.9965 -1.3976 0.0656
H -0.9585 1.9384 -0.5006 0.1362
H 0.2796 -0.4306 -2.5273 -0.1391
```

Summary:
* 2S+1: 1
* HOMO: -0.506 Ha
* SMILES: [NH3+]CCCS
* charge: +1
* orbital gap: 10.2 eV

Verdict on stability: version Q comes out at the bottom.

Version P
Density functional theory data (wB97M-V/def2-TZVPD) for a molecular structure, C3H10NS.

Structure (XYZ):
```
15
Properties=species:S:1:pos:R:3:lowdin_charge:R:1
C -1.5948 0.8144 0.1523 -0.3569
N -2.7725 0.0858 0.3268 0.0464
H -1.5026 1.2985 -0.8377 0.0877
H -1.4947 1.4992 0.9989 0.0843
H -2.6176 -0.8501 -0.0664 0.1094
H -3.2428 0.1461 1.1812 0.0835
C 0.8470 0.2566 -1.6952 -0.1232
S 0.1803 -0.3047 0.2873 0.7897
C 2.2500 -0.8747 1.2817 0.0643
H -0.0995 0.5544 -2.2499 0.0570
H 1.3236 -0.7254 -1.9055 0.0277
H 1.6452 0.9601 -1.4496 0.0271
H 2.2661 0.0744 1.7301 -0.0085
H 1.8473 -1.8460 1.7439 0.0741
H 2.9651 -1.0886 0.5021 0.0373
```

Summary:
* 2S+1: 1
* HOMO: -0.515 Ha
* charge: +1
* orbital gap: 7.9 eV

Version Q
Density functional theory data (wB97M-V/def2-TZVPD) for 2 unconnected molecules or ions with the total composition C3H10NS.

Structure (XYZ):
```
15
Properties=species:S:1:pos:R:3:lowdin_charge:R:1
C -1.8111 0.2009 -0.4017 0.1637
N -2.5929 1.1212 -0.7880 0.2110
H -1.8394 -0.1551 0.6189 0.1293
H -1.1035 -0.1699 -1.1400 0.1100
H -2.5827 1.4845 -1.7477 0.1734
H -3.2652 1.5935 -0.1914 0.1640
C 0.8838 -1.2274 0.9412 -0.2006
C 1.6555 0.0187 0.4990 -0.6405
S 2.0998 -0.2147 -1.2321 0.7082
H 1.5790 -2.0494 1.1049 0.0827
H 0.2401 -1.5505 0.1152 0.0319
H 0.3148 -1.0289 1.8369 0.0695
H 1.0567 0.9211 0.6679 0.0583
H 2.5449 0.1527 1.1076 0.0720
H 2.8202 0.9032 -1.3905 -0.1331
```

Summary:
* 2S+1: 1
* HOMO: -0.454 Ha
* charge: +1
* orbital gap: 6.6 eV

Verdict on stability: version P comes out at the bottom.

Version P
Density functional theory data (wB97M-V/def2-TZVPD) for 5 unconnected molecules or ions with the total composition H8IO4.

Structure (XYZ):
```
13
Properties=species:S:1:pos:R:3:lowdin_charge:R:1
I 0.2003 -0.3643 0.1741 -0.0913
O 2.9777 0.3814 2.4761 -0.1012
H 2.1865 0.2192 1.9697 -0.1397
H 3.5653 0.8286 1.8970 -0.0027
O 0.1488 3.2177 0.8254 -0.1217
H 1.0907 3.2343 0.6429 0.0140
H -0.1466 2.3106 0.8192 -0.1244
O -3.1374 -1.8230 0.2156 -0.1550
H -3.1479 -1.5774 -0.7230 0.0151
H -2.2151 -1.9819 0.5328 -0.0572
O -0.3844 -1.4145 -3.3619 -0.1156
H -0.9912 -2.0256 -2.9369 0.0093
H -0.1468 -1.0050 -2.5311 -0.1298
```

Summary:
* 2S+1: 1
* HOMO: -0.175 Ha
* charge: -1
* orbital gap: 8.0 eV

Version Q
Density functional theory data (wB97M-V/def2-TZVPD) for 5 unconnected molecules or ions with the total composition H8IO4.

Structure (XYZ):
```
13
Properties=species:S:1:pos:R:3:lowdin_charge:R:1
I 0.0038 1.0334 -0.1998 -0.0153
O 0.1487 2.5935 2.9287 -0.1482
H 0.1229 2.1421 2.1376 -0.2389
H 1.0309 3.1208 2.9191 0.0776
O 1.8084 0.1805 -3.3091 -0.1099
H 1.9067 -0.7513 -3.0120 0.0429
H 1.3407 0.4947 -2.5721 -0.1585
O -2.0362 -0.9801 -2.0941 0.0183
H -2.1072 -1.7085 -1.6387 -0.0551
H -1.6476 -0.5868 -1.4556 -0.2434
O -0.0366 -2.1827 1.9530 -0.0945
H 0.0185 -1.3192 1.5846 -0.1046
H -0.5531 -2.0365 2.7583 0.0297
```

Summary:
* 2S+1: 1
* HOMO: -0.170 Ha
* charge: -1
* orbital gap: 8.1 eV

Verdict on stability: version Q comes out at the bottom.